Entry 1:
Entry from the OMol25 dataset: a 6-piece molecular cluster, C25H55BrF4NO23P6 overall in a non-equilibrium geometry (ωB97M-V with the def2-TZVPD basis set).

Last column: Löwdin charge in e.
Positions of all 115 atoms, in Å:
1 O 1.35444 2.69360 0.28989  0.0500
2 C 0.58734 2.09945 -0.38064  -0.8047
3 Br 1.18263 0.36830 -1.08238  0.8479
4 C -0.83210 2.72215 -0.63328  -0.1822
5 P -2.20843 1.46838 -0.79746  1.2013
6 C -2.13297 0.58234 -2.44977  -0.2442
7 O -1.11010 1.14583 -3.29060  -0.2135
8 O -1.70806 2.06728 -4.14272  -0.0065
9 C -3.82746 2.38836 -0.68895  -0.2777
10 C -5.07752 1.74486 -1.14027  -0.0307
11 C -6.30209 2.51487 -0.98122  -0.1026
12 N -6.43337 3.75819 -0.45076  0.0841
13 C -5.26451 4.33110 -0.06987  -0.1026
14 C -3.93011 3.74946 -0.13276  -0.0204
15 C -2.23653 0.27345 0.70178  -0.4421
16 F -3.39987 0.50684 1.42371  0.0598
17 F -1.19073 0.47832 1.56053  0.0975
18 C -2.31588 -1.24648 0.28016  -0.2601
19 F -1.14488 -1.69521 -0.27720  0.0086
20 F -3.42436 -1.50009 -0.51781  0.0660
21 H -1.06827 3.34448 0.27290  0.1150
22 H -0.74873 3.41598 -1.50853  0.1363
23 H -2.00760 -0.52906 -2.37865  0.1196
24 H -3.09869 0.74615 -3.01272  0.1293
25 H -2.23647 2.70328 -3.61232  0.1078
26 H -5.06450 0.71260 -1.57059  0.1125
27 H -7.24856 2.00759 -1.30041  0.1274
28 H -5.33549 5.35398 0.38152  0.1277
29 H -3.01846 4.27442 0.22649  0.1007
30 H -2.47817 -1.82287 1.23414  0.1789
31 C -1.51592 -4.11209 6.45788  -0.1308
32 O -2.88892 -3.98734 6.85014  -0.2385
33 P -3.83462 -2.94284 5.89003  0.6564
34 O -4.97708 -2.89542 6.86216  -0.2601
35 O -4.04314 -4.09928 4.75754  -0.2855
36 C -4.74437 -5.29358 5.11740  -0.1032
37 O -4.51973 -1.78707 4.83097  -0.2315
38 C -3.57766 -1.00732 4.09359  -0.1543
39 H -1.03058 -4.82710 7.11957  0.0901
40 H -1.44420 -4.47770 5.42875  0.0820
41 H -1.01078 -3.14779 6.54187  0.0767
42 H -5.33160 -5.17585 6.02855  0.0901
43 H -4.02801 -6.10134 5.25804  0.0669
44 H -5.41434 -5.56125 4.30138  0.0883
45 H -2.93643 -1.65683 3.48684  0.0656
46 H -2.96158 -0.41954 4.78004  0.0888
47 H -4.12223 -0.32922 3.44077  0.0692
48 C 6.18358 6.36028 -0.95080  -0.1331
49 O 4.83727 6.47379 -1.40619  -0.2546
50 P 4.51915 5.75229 -2.93585  0.7050
51 O 3.18464 6.45187 -3.01295  -0.2901
52 O 4.36155 4.27855 -2.23700  -0.2694
53 C 3.36132 4.10871 -1.24703  -0.1245
54 O 4.27954 5.06324 -4.47974  -0.2421
55 C 5.48130 4.79172 -5.21892  -0.1334
56 H 6.26925 6.81128 0.03649  0.0908
57 H 6.46980 5.30517 -0.88565  0.0812
58 H 6.84719 6.88095 -1.64385  0.0693
59 H 2.60505 4.89571 -1.27427  0.0863
60 H 3.83134 4.10003 -0.26156  0.0951
61 H 2.87519 3.14897 -1.40945  0.0539
62 H 6.12679 4.10708 -4.66291  0.0822
63 H 6.01623 5.72412 -5.41533  0.0804
64 H 5.20958 4.33455 -6.16912  0.0858
65 C 0.95987 -7.50442 -1.86457  -0.1274
66 O 1.12175 -6.67887 -0.70232  -0.2434
67 P 2.31155 -5.46504 -0.82604  0.6607
68 O 2.32276 -5.16196 0.64388  -0.2695
69 O 1.28130 -4.48096 -1.63580  -0.2740
70 C 0.11510 -4.02976 -0.96468  -0.1187
71 O 3.60122 -4.41517 -1.19195  -0.2347
72 C 4.39728 -4.79821 -2.32504  -0.1314
73 H 0.15409 -8.21192 -1.67712  0.0889
74 H 0.69905 -6.89337 -2.73432  0.0823
75 H 1.87960 -8.05610 -2.06570  0.0816
76 H 0.18351 -4.14118 0.11907  0.0899
77 H -0.74789 -4.59427 -1.32814  0.0933
78 H -0.02943 -2.98458 -1.20096  0.0511
79 H 3.77813 -4.86448 -3.22345  0.0823
80 H 4.87561 -5.76203 -2.13549  0.0829
81 H 5.16950 -4.04633 -2.47769  0.0881
82 C -7.61727 -10.08933 3.19992  -0.1291
83 O -6.61941 -9.12710 3.56835  -0.2466
84 P -5.38610 -9.70773 4.59302  0.6730
85 O -4.86590 -8.33976 4.93194  -0.2681
86 O -4.59577 -10.35876 3.31625  -0.2767
87 C -4.10805 -9.49121 2.30247  -0.1097
88 O -4.32385 -10.52017 5.64613  -0.2281
89 C -4.81988 -11.75846 6.17890  -0.1309
90 H -8.32361 -9.61341 2.52191  0.0879
91 H -7.15682 -10.94129 2.69028  0.0835
92 H -8.15146 -10.43617 4.08607  0.0807
93 H -4.04602 -8.45371 2.63410  0.0818
94 H -4.76544 -9.54934 1.43198  0.0844
95 H -3.11255 -9.82720 2.01197  0.0897
96 H -5.05824 -12.45478 5.37086  0.0829
97 H -5.71244 -11.57388 6.78162  0.0815
98 H -4.05142 -12.19650 6.81323  0.0887
99 C 6.02683 10.42537 -5.99084  -0.1322
100 O 6.34246 9.69987 -4.79440  -0.2613
101 P 7.48945 10.44536 -3.76597  0.6780
102 O 7.66310 9.18978 -2.95571  -0.2839
103 O 6.32542 11.39780 -3.12360  -0.2778
104 C 5.22920 10.78171 -2.45624  -0.0979
105 O 8.65466 11.29943 -2.85991  -0.2328
106 C 9.34566 12.33579 -3.57476  -0.1337
107 H 5.26559 9.87393 -6.54016  0.0878
108 H 5.63643 11.41736 -5.74399  0.0836
109 H 6.91610 10.52637 -6.61569  0.0789
110 H 5.43575 9.74747 -2.17818  0.0771
111 H 4.35176 10.80781 -3.10529  0.0881
112 H 5.01306 11.35191 -1.55285  0.0918
113 H 8.63736 13.07562 -3.95614  0.0827
114 H 9.90985 11.90354 -4.40495  0.0801
115 H 10.04041 12.82401 -2.89365  0.0885

Computed properties:
Total charge ... +1
HOMO ... -11.0 eV
Lowest unoccupied orbital energy ... -4.236 eV
Kohn-Sham gap ... 6.760 eV



Entry 2:
Entry from the OMol25 dataset: C25H55NO2Si2Zn as an isolated structure in a non-equilibrium geometry (ωB97M-V with the def2-TZVPD basis set).

Last column: Löwdin charge in e.
Positions of all 86 atoms, in Å:
1 O -1.86063 -1.77217 -1.36262  -0.2325
2 O 0.98816 1.24821 -4.48314  -0.1816
3 C -0.77492 -2.69726 -1.53407  -0.2770
4 C -1.02502 -4.18446 -1.73108  -0.0748
5 H -0.30648 -2.61098 -0.53787  0.1068
6 H -0.07556 -2.39253 -2.32775  0.1150
7 H -1.32134 -4.65985 -0.77531  0.0784
8 H -0.09233 -4.62029 -2.12464  0.0802
9 H -1.77627 -4.46635 -2.48531  0.0767
10 C -1.83435 -0.66571 -2.30533  -0.2476
11 C -1.58788 -1.00084 -3.77960  -0.0762
12 H -0.96201 -0.04643 -1.94353  0.1222
13 H -2.78488 -0.08777 -2.19626  0.1045
14 H -0.59066 -0.66451 -4.11685  0.0652
15 H -2.35115 -0.41532 -4.31974  0.0768
16 H -1.72521 -2.04788 -4.06497  0.0797
17 C 0.61582 2.44551 -3.80817  -0.2925
18 C 2.40626 1.11361 -4.62537  -0.2828
19 C -0.81040 2.81990 -4.16365  -0.0729
20 H 1.27476 3.26017 -4.18671  0.1169
21 H 0.74514 2.38413 -2.70062  0.1174
22 H -0.85410 3.04574 -5.24267  0.0849
23 H -1.06050 3.72784 -3.60168  0.0789
24 H -1.55582 2.04316 -3.92858  0.0630
25 C 2.73810 0.48141 -5.96379  -0.0783
26 H 2.83047 0.52405 -3.78764  0.1139
27 H 2.86770 2.12246 -4.61883  0.1135
28 H 2.13981 -0.40817 -6.20397  0.0788
29 H 3.79739 0.20735 -5.95860  0.0743
30 H 2.57913 1.23456 -6.75002  0.0794
31 H 2.50869 -0.48448 0.82972  0.0334
32 Zn -1.71711 -0.71920 1.26694  0.7307
33 C 3.03847 -0.36477 -0.13617  -0.1993
34 Si 4.45387 0.82203 0.02638  0.4361
35 H 3.35998 -1.35461 -0.49387  0.0324
36 H 2.41207 0.06880 -0.93916  0.0184
37 C 5.77261 0.31696 -1.22235  -0.1927
38 C 4.92229 0.62571 1.84290  -0.1923
39 C 3.66018 2.50555 -0.28631  -0.1818
40 C -3.10055 -2.00978 1.37790  -0.3577
41 Si -4.25875 -0.53672 1.02369  0.4252
42 H -3.30904 -2.53142 2.32774  -0.0014
43 H -3.02353 -2.77972 0.61737  -0.0271
44 C -5.54327 -1.08618 -0.22950  -0.1824
45 C -3.42623 1.03040 0.24437  -0.2023
46 C -4.72012 0.10909 2.75205  -0.1795
47 H 3.03835 2.48850 -1.19418  0.0102
48 H 4.42533 3.28224 -0.41476  0.0256
49 H 3.00220 2.75436 0.57504  0.0400
50 H 5.96815 -0.77389 -1.22744  0.0336
51 H 6.74227 0.81605 -0.97870  0.0316
52 H 5.55872 0.61922 -2.26280  0.0220
53 H 4.85072 -0.43668 2.14370  0.0303
54 H 4.12952 1.16660 2.40735  0.0348
55 H 5.91731 1.02197 2.08816  0.0230
56 H -3.97303 1.28999 -0.66893  0.0303
57 H -2.36742 0.99976 -0.07964  -0.0003
58 H -3.49028 1.88501 0.92697  0.0359
59 H -5.64977 0.70090 2.70390  0.0301
60 H -3.92104 0.74554 3.17993  0.0278
61 H -4.87058 -0.74396 3.43416  0.0306
62 H -6.51845 -0.59824 -0.06074  0.0302
63 H -5.64738 -2.17991 -0.13611  0.0325
64 H -5.17344 -0.84812 -1.24292  0.0261
65 C 0.57949 -2.93943 3.69936  -0.1057
66 N 0.50281 -1.49996 3.79204  -0.3020
67 C 1.70252 -0.87853 4.31496  -0.0916
68 C -0.73609 -1.03383 4.39484  -0.1928
69 C -0.98426 0.38830 3.96609  -0.2867
70 C -1.18478 1.37908 4.94294  -0.0594
71 C -1.21425 2.72287 4.58832  -0.1106
72 C -0.94644 3.08394 3.27390  -0.1070
73 C -0.79828 2.08340 2.29467  -0.1530
74 C -0.99778 0.74510 2.61557  -0.1806
75 H -0.30712 -3.29343 3.15710  0.0756
76 H 0.58084 -3.37902 4.71299  0.0859
77 H 1.49526 -3.21211 3.15906  0.0828
78 H 1.80602 -1.07085 5.40770  0.0887
79 H 2.57574 -1.30953 3.79197  0.0780
80 H 1.67367 0.21373 4.16632  0.0866
81 H -1.52522 -1.72875 4.05814  0.1057
82 H -0.65779 -1.09578 5.50180  0.1226
83 H -1.30703 1.08102 5.99235  0.1097
84 H -1.45135 3.48869 5.33520  0.1008
85 H -0.90341 4.15327 3.01326  0.1000
86 H -0.58649 2.38322 1.25515  0.0884

Computed properties:
Total charge ... 0
HOMO ... -7.7 eV
Lowest unoccupied orbital energy ... 0.570 eV
Energy above the lowest of the compared OMol25 structures with the same formula, charge and spin ... 17.9 kcal/mol
Kohn-Sham gap ... 8.272 eV



Entry 3:
Entry from the OMol25 dataset: a 3-piece molecular cluster, C25H56ClNP overall in a non-equilibrium geometry (ωB97M-V with the def2-TZVPD basis set).

Last column: Löwdin charge in e.
Positions of all 84 atoms, in Å:
1 C 3.60227 -1.13758 -1.77385  -0.0779
2 C 2.59076 -2.27985 -2.14590  -0.1849
3 C 1.45746 -2.39737 -1.01322  -0.1817
4 C 0.61351 -1.17003 -0.74724  -0.3436
5 P 0.12210 -0.87230 0.94187  1.0718
6 C -0.95146 -2.21165 1.47697  -0.2747
7 C -0.25411 -3.34776 2.25071  -0.2418
8 C -1.10520 -4.56120 2.44469  -0.2833
9 C -0.39030 -5.83777 2.84574  -0.1076
10 C 1.62664 -0.73880 2.05938  -0.2346
11 C 2.73431 0.28528 1.70260  -0.3211
12 C 4.14789 -0.25410 1.93291  -0.2860
13 C 5.22658 0.65269 1.41737  -0.1080
14 C -1.01772 0.61158 1.28845  -0.3103
15 C -1.04358 1.36424 2.64973  -0.1958
16 C -2.19319 2.39895 2.83550  -0.2485
17 C -3.52379 1.69502 2.92266  -0.1034
18 H 4.00353 -1.18697 -0.76160  0.0562
19 H 3.11406 -0.17453 -1.92317  0.0506
20 H 4.54528 -1.24568 -2.30972  0.0791
21 H 3.09898 -3.21906 -2.36433  0.1047
22 H 2.14698 -1.99035 -3.09845  0.0713
23 H 2.06393 -2.61829 -0.13488  0.0965
24 H 0.84852 -3.28382 -1.19069  0.1080
25 H -0.28517 -0.98441 -1.33548  0.0122
26 H 1.27167 -0.33981 -1.00349  -0.0138
27 H -1.61609 -2.50452 0.66420  0.1031
28 H -1.74480 -1.66557 1.98737  0.0830
29 H 0.27717 -2.97503 3.12644  0.1169
30 H 0.55364 -3.70138 1.60994  0.0987
31 H -1.68629 -4.83180 1.56310  0.1090
32 H -1.86100 -4.40637 3.21469  0.1153
33 H 0.56062 -6.10650 2.38569  0.0769
34 H -1.04479 -6.66417 2.56861  0.0729
35 H -0.33465 -5.88696 3.93321  0.0756
36 H 2.15219 -1.67119 2.26562  0.0857
37 H 1.23917 -0.52293 3.05505  0.0860
38 H 2.54247 1.31286 2.01141  0.0898
39 H 2.62742 0.35185 0.61989  -0.0356
40 H 4.38166 -1.23009 1.50760  0.0951
41 H 4.15287 -0.42681 3.00913  0.1117
42 H 5.49169 1.40185 2.16341  0.0810
43 H 5.23558 1.05435 0.40412  0.0792
44 H 6.03323 -0.05520 1.22681  0.0706
45 H -2.07023 0.42470 1.07537  0.0884
46 H -0.61787 1.16707 0.44013  -0.0909
47 H -0.17132 2.00927 2.54388  0.0981
48 H -0.83005 0.82615 3.57329  0.1115
49 H -2.23197 3.17929 2.07546  0.0613
50 H -1.95238 2.97765 3.72725  0.1186
51 H -3.40755 0.83344 3.58013  0.0818
52 H -3.87803 1.53042 1.90505  0.0636
53 H -4.31767 2.30048 3.36000  0.0772
54 C -2.38849 4.89131 0.16723  -0.0991
55 C -1.53391 3.71906 -0.19182  -0.2861
56 C -2.22438 2.70726 -1.11321  -0.1539
57 C -1.27582 1.53662 -1.46760  -0.1794
58 N -1.58731 0.81215 -2.82933  -0.2005
59 C -0.61921 -0.31833 -3.07676  -0.1270
60 C 0.73418 0.37675 -3.29787  -0.1597
61 C 0.24748 1.28925 -4.40159  -0.1260
62 C -1.21064 1.69055 -4.05232  -0.0539
63 C -3.07534 0.23188 -2.88842  0.0615
64 H -1.80648 5.65124 0.68867  0.0859
65 H -3.17907 4.48466 0.79787  0.0748
66 H -2.66347 5.49659 -0.69655  0.0835
67 H -1.16168 3.22446 0.70535  0.0629
68 H -0.62140 4.07798 -0.66787  0.1058
69 H -2.74612 3.08083 -1.99432  0.1093
70 H -3.08261 2.26753 -0.60510  0.1060
71 H -1.10553 0.91620 -0.58772  0.0163
72 H -0.32750 1.98095 -1.76986  0.0287
73 H -1.06955 -1.00387 -3.79463  0.1525
74 H -0.80871 -0.81007 -2.12262  0.0549
75 H 1.56730 -0.23581 -3.64255  0.1087
76 H 1.11185 0.80900 -2.37124  0.0151
77 H 0.41065 0.70617 -5.30796  0.1281
78 H 0.86734 2.18332 -4.33437  0.1286
79 H -1.79535 1.36189 -4.91150  0.1262
80 H -1.50789 2.71630 -3.83420  0.1290
81 H -3.73794 1.09430 -2.81578  0.0890
82 H -3.35674 -0.37369 -2.02690  0.1024
83 H -3.26265 -0.22311 -3.86104  0.0988
84 Cl 1.27591 1.78175 -0.25976  0.2600

Computed properties:
Total charge ... +1
HOMO ... -10.7 eV
Lowest unoccupied orbital energy ... -2.253 eV
Energy above the lowest of the compared OMol25 structures with the same formula, charge and spin ... 177.8 kcal/mol
Kohn-Sham gap ... 8.477 eV